{"formula": "C3H5NO2S", "method": "wB97M-V/def2-TZVPD", "species": ["C", "C", "C", "H", "H", "H", "H", "H", "N", "O", "O", "S"], "positions_angstrom": [[-0.205, -0.577, 0.103], [0.365, -0.080, -1.150], [0.433, -1.399, -2.056], [-0.333, 2.650, 0.639], [-0.809, -0.201, 1.941], [0.967, 0.781, -1.244], [-0.207, -2.391, -1.707], [1.516, -1.412, -2.790], [-0.348, 0.334, 1.281], [-0.475, -1.768, 0.434], [-0.541, -0.206, -2.143], [0.367, 1.648, 1.655]], "atomic_forces_ev_per_a": [[-0.029, -1.877, 6.372], [-0.180, -3.877, -0.231], [0.699, 1.752, -0.503], [1.204, -1.713, 2.298], [-1.268, -0.880, 1.773], [1.133, 0.595, 0.459], [2.357, 2.890, -0.926], [-4.016, 0.023, 1.926], [-1.166, -4.716, -4.892], [0.234, 3.648, -2.027], [-0.044, -2.133, -2.731], [1.077, 6.289, -1.516]], "nbo_charge": [0.66, -0.07, -0.16, 0.07, 0.40, 0.22, 0.28, 0.23, -0.85, -0.57, -0.48, 0.26], "smiles": "O=C(NS)[C@H]1CO1", "homo_ev": -8.9, "e_lumo_ev": 0.2, "total_charge": 0, "e_tot_ha": -720.5584, "e_above_lowest_kcal_mol": 118.02}


{"formula": "C20H53IN4O6Pd", "method": "wB97M-V/def2-TZVPD", "species": ["Pd", "I", "C", "C", "O", "H", "H", "H", "H", "H", "C", "C", "C", "O", "C", "N", "H", "H", "H", "H", "H", "H", "H", "H", "H", "H", "H", "C", "C", "C", "O", "C", "N", "H", "H", "H", "H", "H", "H", "H", "H", "H", "H", "H", "C", "C", "C", "O", "C", "N", "H", "H", "H", "H", "H", "H", "H", "H", "H", "H", "H", "C", "O", "C", "C", "N", "C", "C", "O", "C", "H", "H", "H", "H", "H", "H", "H", "H", "H", "H", "H", "H", "H", "H", "H"], "positions_angstrom": [[-0.440, 1.032, -0.591], [-3.971, -1.267, -1.886], [3.958, 1.023, -0.418], [2.493, 0.665, -0.242], [1.697, 1.392, -1.104], [4.106, 2.100, -0.546], [4.422, 0.496, -1.259], [4.547, 0.806, 0.449], [2.323, 0.764, 0.897], [2.326, -0.414, -0.532], [3.032, -3.862, 1.889], [3.201, -2.399, 1.519], [2.959, -1.416, 2.708], [1.700, -1.716, 3.171], [1.280, -0.858, 4.255], [4.628, -2.288, 1.152], [3.202, -4.498, 1.009], [2.019, -4.046, 2.237], [3.632, -4.119, 2.759], [2.522, -2.230, 0.665], [3.046, -0.362, 2.413], [3.736, -1.692, 3.497], [1.692, -1.196, 5.198], [0.183, -0.880, 4.281], [1.547, 0.187, 4.043], [4.921, -1.377, 0.814], [4.784, -2.858, 0.333], [-0.665, -2.933, 0.459], [-1.334, -1.702, 1.028], [-1.834, -1.977, 2.419], [-2.350, -0.845, 3.002], [-2.950, -1.090, 4.282], [-0.446, -0.519, 1.040], [-1.221, -3.783, 1.000], [0.420, -3.034, 0.661], [-0.798, -3.018, -0.586], [-2.247, -1.433, 0.484], [-0.941, -2.399, 2.922], [-2.534, -2.824, 2.422], [-3.974, -0.749, 4.409], [-2.416, -0.463, 5.016], [-2.891, -2.167, 4.551], [0.537, -0.845, 1.070], [-0.571, 0.081, 1.844], [1.019, -1.793, -2.964], [0.352, -0.472, -3.287], [-0.185, -0.569, -4.727], [-0.762, 0.704, -5.009], [-2.098, 0.504, -5.528], [-0.774, -0.252, -2.314], [1.566, -1.616, -1.959], [1.799, -1.977, -3.775], [0.457, -2.739, -2.814], [1.008, 0.395, -3.266], [-0.836, -1.446, -4.809], [0.698, -0.696, -5.424], [-2.598, 1.447, -5.692], [-2.622, -0.087, -4.819], [-2.104, -0.100, -6.448], [-1.494, 0.259, -2.816], [-1.206, -1.145, -2.123], [0.232, 3.526, -2.620], [-0.802, 3.052, -1.739], [-2.112, 3.037, -2.219], [-3.047, 2.892, -1.103], [-2.711, 1.712, -0.336], [-2.897, 1.884, 1.072], [-1.885, 2.761, 1.803], [-0.590, 2.311, 1.462], [0.479, 3.101, 1.982], [0.251, 2.951, -3.534], [1.172, 3.274, -2.085], [0.033, 4.574, -2.824], [-2.286, 2.202, -2.923], [-2.322, 3.962, -2.750], [-4.058, 2.877, -1.520], [-2.907, 3.826, -0.506], [-3.262, 0.879, -0.624], [-2.983, 0.902, 1.522], [-3.841, 2.385, 1.306], [-2.125, 2.661, 2.863], [-2.012, 3.751, 1.501], [0.123, 3.372, 2.931], [0.669, 3.937, 1.297], [1.334, 2.463, 2.086]], "atomic_forces_ev_per_a": [[0.291, 0.525, -0.075], [-0.154, 0.034, -0.006], [0.418, 0.180, -0.603], [0.000, -0.634, -0.088], [-1.017, 0.105, 1.083], [-0.343, -0.058, -0.254], [-0.134, 0.217, -0.052], [0.380, -0.480, 0.780], [-0.509, 0.071, -1.243], [0.476, 0.436, 0.858], [-0.948, 0.128, 0.510], [1.203, 0.245, 0.173], [1.546, -1.815, -0.325], [-1.791, 0.857, 1.249], [-0.445, -0.214, -1.205], [0.045, 0.304, -0.544], [0.244, 0.083, 0.415], [-0.356, -0.030, -0.206], [0.550, -0.152, -0.263], [0.071, 0.520, 0.313], [0.179, -0.142, 0.014], [-0.602, 0.594, -0.851], [0.184, 0.021, 0.242], [0.264, -0.228, 0.124], [0.233, -0.142, 0.128], [-0.409, 0.323, 0.308], [0.100, -0.459, -0.006], [-0.608, -1.221, 1.829], [-0.767, 1.099, 0.015], [1.425, -2.036, 0.067], [-1.065, 0.704, 0.926], [0.883, 0.093, 0.664], [1.460, -0.426, -0.768], [1.077, 0.747, -1.205], [-0.592, 0.254, 0.262], [-0.333, -0.179, -1.124], [0.335, -0.104, -0.551], [-0.144, 0.393, 0.642], [-0.297, 0.312, -0.283], [-0.313, -0.106, -0.863], [0.167, -0.550, -0.053], [0.018, 0.735, -0.084], [-0.707, 0.238, 0.176], [-0.290, -0.043, 0.212], [2.908, 0.251, 1.224], [-1.433, -1.139, -0.497], [1.724, 0.828, 0.267], [-1.331, -0.645, -0.735], [0.893, -0.226, -0.377], [0.972, 0.355, -1.220], [-0.519, -0.551, -1.563], [-0.778, 0.033, 1.201], [-0.364, 0.944, -0.427], [0.316, -0.247, 0.409], [-0.350, 0.368, -0.219], [-0.873, -0.109, 0.646], [0.115, 0.315, 0.001], [-0.932, -0.369, 0.816], [0.263, 0.390, -0.066], [-0.195, 0.000, 0.075], [-0.337, -0.189, 0.261], [0.113, -0.667, 0.758], [0.784, -0.203, 0.435], [0.158, -0.213, -2.049], [-0.176, 1.004, 0.680], [0.033, -0.757, 0.086], [-0.736, 0.266, 1.237], [-0.089, -2.157, -0.594], [0.359, -0.491, -0.038], [-0.825, -0.316, -1.302], [-0.235, -0.177, -0.476], [-0.515, 0.620, -0.311], [0.335, 0.203, -0.021], [0.320, 0.205, -0.050], [-0.038, 0.271, -0.261], [-0.130, -0.066, 0.278], [-0.394, -0.818, 0.024], [0.276, 0.491, -0.229], [0.294, -0.175, 0.202], [-0.429, -0.029, -0.109], [0.380, 0.074, 0.253], [-0.076, 1.942, -0.414], [0.108, 1.052, 1.521], [0.114, -0.026, 0.393], [0.565, -0.235, -0.144]], "mulliken_spin": [1.42, 0.00, 0.01, -0.02, 0.20, 0.00, 0.00, 0.00, 0.00, -0.01, 0.00, 0.00, 0.00, 0.00, 0.00, 0.00, 0.00, 0.00, 0.00, 0.00, 0.00, 0.00, 0.00, 0.00, 0.00, 0.00, 0.00, 0.00, -0.04, 0.01, 0.00, 0.00, 0.17, 0.00, 0.00, 0.00, 0.01, 0.00, 0.00, 0.00, 0.00, 0.00, -0.03, -0.01, 0.01, -0.03, 0.00, 0.00, 0.00, 0.18, 0.00, 0.00, 0.00, 0.00, 0.00, 0.00, 0.00, 0.00, 0.00, -0.01, 0.00, 0.00, 0.06, 0.00, 0.01, 0.06, -0.01, 0.01, 0.02, 0.00, 0.00, 0.00, 0.00, -0.01, 0.00, 0.00, 0.00, -0.01, 0.00, 0.00, 0.00, 0.00, 0.00, 0.00, 0.00], "homo_ev": [-7.3, -7.3], "e_lumo_ev": [0.4, 0.2], "total_charge": 0, "e_tot_ha": -1889.7171, "spin_multiplicity": 3}


{"formula": "C22H63N5O7", "method": "wB97M-V/def2-TZVPD", "species": ["C", "O", "H", "H", "H", "H", "C", "O", "H", "H", "H", "H", "C", "C", "C", "O", "C", "N", "H", "H", "H", "H", "H", "H", "H", "H", "H", "H", "H", "C", "C", "C", "O", "C", "N", "H", "H", "H", "H", "H", "H", "H", "H", "H", "H", "H", "C", "C", "C", "O", "C", "N", "H", "H", "H", "H", "H", "H", "H", "H", "H", "H", "H", "C", "C", "C", "O", "C", "N", "H", "H", "H", "H", "H", "H", "H", "H", "H", "H", "H", "C", "C", "C", "O", "C", "N", "H", "H", "H", "H", "H", "H", "H", "H", "H", "H", "H"], "positions_angstrom": [[3.794, -0.098, 1.418], [2.418, -0.228, 1.426], [4.387, -0.989, 1.752], [4.174, 0.191, 0.431], [4.117, 0.701, 2.222], [2.056, -0.283, 0.525], [0.756, -1.090, -1.829], [1.376, 0.050, -1.191], [-0.282, -0.901, -2.064], [1.321, -1.326, -2.758], [0.751, -1.971, -1.170], [0.735, 0.785, -1.070], [-0.995, -4.168, 3.376], [-1.178, -4.459, 1.863], [-0.338, -5.684, 1.384], [1.069, -5.426, 1.837], [1.930, -4.970, 0.772], [-2.552, -4.727, 1.510], [-1.498, -3.263, 3.717], [0.085, -3.979, 3.604], [-1.322, -4.967, 4.032], [-0.775, -3.650, 1.317], [-0.327, -5.756, 0.309], [-0.700, -6.648, 1.765], [1.993, -5.875, 0.029], [2.853, -4.755, 1.288], [1.571, -4.048, 0.319], [-2.880, -5.474, 2.040], [-3.157, -3.926, 1.726], [-2.097, -2.964, -3.929], [-2.170, -3.342, -2.438], [-2.848, -2.149, -1.670], [-2.679, -2.304, -0.274], [-3.130, -1.122, 0.316], [-2.906, -4.536, -2.111], [-1.744, -3.843, -4.508], [-1.281, -2.224, -4.107], [-3.072, -2.765, -4.308], [-1.125, -3.404, -2.081], [-3.929, -2.307, -1.866], [-2.577, -1.140, -1.996], [-3.074, -1.152, 1.396], [-4.190, -0.955, 0.095], [-2.520, -0.286, -0.023], [-2.973, -4.581, -1.114], [-3.908, -4.457, -2.433], [-0.480, 0.035, 2.519], [-1.121, 1.283, 3.222], [-0.058, 2.365, 3.618], [1.062, 1.928, 4.371], [0.775, 1.502, 5.628], [-2.105, 1.978, 2.425], [-1.124, -0.806, 2.490], [0.500, -0.196, 2.988], [-0.223, 0.229, 1.456], [-1.553, 0.911, 4.192], [-0.603, 3.161, 4.138], [0.398, 2.763, 2.725], [1.605, 0.965, 6.054], [-0.108, 0.806, 5.705], [0.684, 2.389, 6.343], [-2.810, 1.305, 2.236], [-2.559, 2.699, 2.963], [4.797, 3.825, -0.613], [3.810, 2.899, -1.356], [2.898, 3.703, -2.287], [2.156, 4.560, -1.470], [1.353, 5.540, -2.046], [4.598, 1.954, -2.104], [4.353, 4.636, -0.039], [5.462, 4.225, -1.434], [5.497, 3.211, -0.057], [3.142, 2.339, -0.678], [2.282, 2.975, -2.853], [3.612, 4.283, -2.932], [1.853, 6.146, -2.823], [1.079, 6.222, -1.225], [0.424, 5.183, -2.607], [5.518, 2.195, -2.387], [4.377, 1.032, -1.857], [-2.001, 4.019, -0.356], [-1.541, 2.624, -0.892], [-1.634, 2.493, -2.405], [-1.262, 1.156, -2.745], [-1.043, 1.027, -4.175], [-0.204, 2.262, -0.433], [-1.429, 4.781, -0.835], [-1.904, 4.005, 0.741], [-3.029, 4.189, -0.614], [-2.237, 1.872, -0.568], [-1.000, 3.166, -3.008], [-2.659, 2.603, -2.750], [-0.235, 1.689, -4.541], [-1.978, 1.198, -4.738], [-0.724, 0.023, -4.353], [-0.246, 2.151, 0.584], [0.471, 2.964, -0.749]], "atomic_forces_ev_per_a": [[1.917, 1.159, 1.606], [-0.636, -0.408, 0.293], [-0.825, 0.175, -0.394], [0.068, 0.151, 0.168], [-0.661, -1.119, -1.660], [0.181, 0.132, -0.152], [0.700, 0.285, 0.062], [-0.046, -0.933, -0.218], [-0.213, 0.269, -0.179], [-0.379, 0.063, 0.539], [0.306, 0.252, -0.038], [-0.309, -0.085, -0.007], [1.535, 0.422, -0.172], [0.293, -1.853, 1.345], [1.652, 1.361, 1.252], [-1.472, -0.350, -0.882], [-1.035, -2.346, 0.109], [-0.292, 1.977, -1.313], [-0.321, 0.088, -0.352], [-0.782, -0.308, -0.232], [-0.152, -0.422, -0.089], [0.065, 1.197, -0.721], [-0.212, 0.105, -0.520], [0.258, 0.263, 0.320], [0.340, 1.995, 0.903], [0.514, -0.130, -0.274], [-0.170, -0.036, -0.316], [-0.691, -1.584, 1.101], [0.419, -0.424, -0.271], [1.693, -1.688, 0.315], [0.138, 2.238, 0.448], [-0.330, -1.295, -0.702], [0.392, 0.228, -0.131], [-0.397, 0.278, 0.452], [-1.147, -0.582, -1.283], [-0.233, 0.217, 0.388], [-1.170, -0.032, 0.161], [-0.690, 0.860, -0.465], [-0.471, -0.327, 0.080], [0.157, 0.459, -0.191], [0.320, -0.063, -0.053], [0.287, -0.404, 0.303], [-0.019, 0.189, -0.270], [-0.059, 0.326, -0.077], [0.100, -0.282, 0.861], [1.464, -0.027, 0.236], [1.020, 1.927, -0.313], [1.628, -0.735, 1.438], [-0.058, -0.792, -0.104], [-0.207, 0.041, -1.643], [-0.985, 0.261, 2.663], [0.343, -0.018, -0.364], [-0.656, -0.877, 0.363], [-0.773, -0.033, -0.105], [-0.180, 0.198, 0.528], [0.177, 0.200, -0.704], [0.112, 0.147, 0.120], [-0.082, 0.271, -0.458], [0.574, -0.404, -0.213], [0.613, 0.815, -0.052], [-0.520, -0.899, -0.715], [-0.952, -0.505, -0.546], [-0.039, 0.269, 0.215], [0.443, -0.129, -1.415], [0.404, 0.450, 0.472], [1.143, -0.189, -0.294], [-0.562, -0.035, 0.414], [-0.905, 0.657, -1.038], [-1.442, 0.530, -0.471], [0.074, -0.101, 0.009], [-0.719, 0.166, 0.744], [-0.216, -0.023, 0.610], [0.384, 0.191, 0.008], [0.131, 0.569, -0.033], [-0.874, -0.328, -0.049], [0.369, -0.199, 0.324], [-0.186, -0.289, -0.393], [0.882, -0.062, 1.002], [0.543, -0.050, 0.151], [0.354, -1.297, -0.029], [0.100, -1.740, 0.007], [-0.001, 1.008, -0.335], [0.378, -0.604, -0.528], [0.402, 0.119, -1.306], [-0.369, 0.558, 0.914], [-0.174, -0.150, -0.149], [0.629, 0.708, -0.039], [0.102, 0.223, -0.514], [-0.682, 0.102, -0.070], [-0.246, -0.394, 0.653], [-0.028, 0.206, 0.511], [-0.371, 0.511, 0.089], [-0.421, -0.010, 0.283], [0.323, 0.119, 0.188], [0.147, -0.719, -0.025], [0.384, 0.406, -0.409], [-0.101, -0.059, 0.630]], "mulliken_charge": [-0.54, -0.34, 0.25, 0.09, 0.20, 0.28, 0.67, -0.37, -0.53, 0.29, -0.42, 0.36, -1.62, 1.49, -1.07, -0.41, -0.18, -0.51, 0.39, 0.33, 0.38, -0.36, 0.41, 0.38, 0.27, 0.28, -0.16, 0.29, 0.17, -1.43, 0.74, -0.77, -0.14, -0.68, -0.74, 0.42, 0.14, 0.38, 0.05, 0.35, 0.24, 0.31, 0.41, -0.02, 0.30, 0.34, -0.01, -0.22, -0.64, -0.30, -0.73, -0.32, -0.07, 0.38, -0.31, 0.52, 0.48, 0.09, 0.29, 0.28, 0.27, 0.14, 0.26, -1.61, 1.27, -0.60, -0.31, -0.71, -0.54, 0.28, 0.37, 0.43, -0.21, 0.00, 0.42, 0.33, 0.26, 0.15, 0.18, 0.22, -1.64, 1.03, -1.05, 0.10, -0.82, 0.29, 0.33, 0.30, 0.46, 0.02, 0.23, 0.37, 0.31, 0.32, 0.16, -0.34, -0.08], "smiles": "COC[C@H](C)N.COC[C@H](C)N.COC[C@H](C)N.COC[C@H](C)N.COC[C@H](C)N.CO.CO", "homo_ev": -8.8, "e_lumo_ev": 0.6, "total_charge": 0, "e_tot_ha": -1676.2927, "e_above_lowest_kcal_mol": 24.96}